[1]
{"formula": "C7H13N", "method": "ωB97M-V with the def2-TZVPD basis set", "symbols": ["C", "C", "C", "C", "C", "C", "C", "N", "H", "H", "H", "H", "H", "H", "H", "H", "H", "H", "H", "H", "H"], "xyz": [[-2.519987, 1.303913, 1.609996], [-1.196002, 1.229512, 1.711012], [-0.432034, 0.023993, 1.311479], [-0.920480, -1.205907, 1.439672], [0.845401, 0.400284, 0.581175], [0.745572, 0.521074, -0.945769], [0.723433, -0.775839, -1.755895], [1.981770, -0.915228, -2.504017], [-3.021217, 0.430575, 1.210441], [-3.078416, 2.215942, 1.762685], [-0.629235, 2.097752, 2.029259], [-0.525931, -1.975385, 0.787293], [-1.663018, -1.526618, 2.153634], [1.604727, -0.353066, 0.804213], [1.181206, 1.370801, 0.928143], [1.646898, 1.079520, -1.221417], [-0.044429, 1.192134, -1.292127], [0.576630, -1.586104, -1.041061], [-0.020655, -0.784345, -2.529534], [1.949982, -1.713190, -3.126787], [2.795785, -1.029817, -1.912397]], "forces_ev_per_angstrom": [[0.30, -0.24, -0.52], [-0.07, -0.13, 0.69], [-0.38, 1.13, -0.19], [0.59, -0.46, -0.33], [-0.58, -0.90, -0.63], [0.37, 0.80, -0.45], [1.22, 0.09, 0.40], [0.14, -0.04, -0.19], [-0.32, 0.13, 0.08], [-0.02, -0.04, 0.25], [0.04, 0.06, 0.00], [0.38, -0.32, 0.48], [-0.50, 0.40, -0.22], [0.15, 0.15, 0.05], [0.12, 0.03, 0.36], [0.05, -0.21, -0.28], [-0.30, -0.10, 0.44], [-0.31, -0.35, -0.19], [-0.76, -0.01, 0.02], [0.00, -0.01, 0.07], [-0.12, 0.00, 0.14]], "fmax_ev_per_a": 1.29, "orbital_gap_ha": 0.3587, "de_lowest_kj_mol": 172.3, "smiles": "C=CC(=C)CCCN", "homo_ev": -8.8}


[2]
{"formula": "C56H54BrFN6O5PbS3", "method": "ωB97M-V with the def2-TZVPD basis set", "symbols": ["Pb", "F", "C", "C", "C", "C", "O", "C", "C", "N", "C", "C", "C", "C", "C", "C", "N", "C", "C", "N", "C", "C", "C", "O", "O", "H", "H", "H", "H", "H", "H", "H", "H", "H", "H", "H", "H", "H", "H", "H", "H", "H", "H", "O", "S", "C", "C", "C", "C", "C", "C", "C", "C", "C", "C", "C", "C", "H", "H", "H", "H", "H", "H", "H", "H", "H", "H", "S", "C", "C", "C", "C", "C", "C", "H", "H", "H", "H", "H", "Br", "C", "C", "C", "C", "N", "C", "H", "H", "H", "H", "S", "C", "C", "C", "C", "C", "C", "H", "H", "H", "H", "H", "C", "C", "C", "O", "H", "H", "H", "H", "H", "H", "N", "C", "N", "C", "C", "C", "C", "C", "C", "H", "H", "H", "H", "H", "H"], "xyz": [[0.423231, 0.004163, -0.153499], [-1.821222, -0.496059, 6.691372], [-1.365945, -1.526187, 5.950000], [-0.897715, -1.287390, 4.690502], [-0.374905, -2.343834, 3.940138], [0.111606, -2.077331, 2.580968], [0.181463, -0.898558, 2.178610], [0.491780, -3.229043, 1.826283], [0.558357, -4.436974, 2.451987], [0.160028, -4.677496, 3.718360], [0.330418, -5.987131, 4.309235], [0.140807, -7.206728, 3.467509], [-0.869256, -6.866803, 4.523973], [-0.341432, -3.632061, 4.485000], [-0.844690, -3.854712, 5.774349], [-1.364542, -2.811080, 6.514376], [-1.880267, -3.080743, 7.812973], [-0.907972, -3.394864, 8.841627], [-1.560160, -4.211975, 9.940354], [-2.740301, -3.440895, 10.478329], [-3.717284, -3.093244, 9.380645], [-2.982055, -2.290610, 8.324791], [0.807919, -3.172134, 0.350225], [1.614266, -3.971255, -0.116063], [0.158456, -2.282338, -0.303356], [-0.907683, -0.288319, 4.275832], [0.943951, -5.283201, 1.899931], [1.111010, -6.014048, 5.060710], [0.820656, -8.028558, 3.635147], [-0.172650, -7.081060, 2.441504], [-0.902079, -7.463598, 5.424941], [-1.821546, -6.487300, 4.179327], [-0.874779, -4.854834, 6.179764], [-0.457752, -2.485032, 9.274028], [-0.093400, -3.981838, 8.421236], [-0.889288, -4.408246, 10.774320], [-1.962306, -5.147063, 9.554617], [-2.400559, -2.572319, 10.898989], [-3.202791, -3.963206, 11.222085], [-4.534455, -2.538363, 9.837140], [-4.080983, -4.039905, 8.985231], [-2.658237, -1.330585, 8.753039], [-3.682785, -2.059821, 7.524229], [-1.536709, 0.494143, -1.835871], [-1.256208, -0.493722, -2.969697], [-2.775300, -0.577526, -3.882189], [-3.633790, 0.513507, -3.844411], [-4.804537, 0.462813, -4.581535], [-5.105163, -0.666874, -5.333994], [-4.247680, -1.756672, -5.341793], [-3.070884, -1.720078, -4.605967], [-0.213531, 0.389518, -4.111887], [0.778917, -0.308473, -4.778333], [1.621006, 0.382657, -5.638241], [1.472106, 1.751951, -5.806017], [0.476413, 2.440396, -5.122337], [-0.374788, 1.759039, -4.268399], [-3.396269, 1.365857, -3.222106], [-5.487114, 1.301996, -4.563804], [-6.020748, -0.699213, -5.909616], [-4.495259, -2.637665, -5.918208], [-2.399073, -2.569340, -4.595086], [0.907177, -1.371152, -4.614318], [2.399681, -0.147223, -6.170545], [2.134240, 2.287254, -6.473700], [0.364284, 3.509068, -5.254704], [-1.144213, 2.279266, -3.712676], [-2.090017, 1.543729, 2.047695], [-2.906358, 1.908281, 3.582355], [-2.166143, 2.631662, 4.512050], [-2.752197, 3.016475, 5.708779], [-4.062494, 2.657927, 5.989611], [-4.787396, 1.914855, 5.067324], [-4.218049, 1.543946, 3.858636], [-1.135141, 2.891300, 4.299868], [-2.178485, 3.590573, 6.424575], [-4.520726, 2.961367, 6.921582], [-5.812044, 1.638098, 5.279692], [-4.786464, 0.973944, 3.135586], [0.909814, 5.757695, -2.283979], [1.923574, 4.172370, -2.210709], [3.250269, 4.144044, -2.607326], [3.922649, 2.935749, -2.529928], [3.248507, 1.818727, -2.059503], [1.974883, 1.854038, -1.678522], [1.325091, 3.009277, -1.760896], [3.739299, 5.038737, -2.967749], [4.958380, 2.858180, -2.829603], [3.742823, 0.859257, -1.982782], [0.279294, 3.007838, -1.468162], [-2.829771, -0.224756, 1.397368], [-4.175785, 0.156508, 0.298667], [-4.739584, 1.411046, 0.135740], [-5.819119, 1.564948, -0.724562], [-6.338966, 0.476413, -1.407604], [-5.766668, -0.777636, -1.238313], [-4.680664, -0.939688, -0.395311], [-4.340534, 2.263462, 0.668607], [-6.262388, 2.544274, -0.850724], [-7.185480, 0.604087, -2.068977], [-6.158983, -1.633253, -1.772237], [-4.224053, -1.915991, -0.279017], [4.081898, -2.075541, -0.400059], [3.145862, -2.009462, -1.567016], [3.327376, -2.989994, -2.685671], [2.255948, -1.174892, -1.633829], [5.113138, -2.007394, -0.754685], [3.965102, -3.045897, 0.083873], [3.882805, -1.270273, 0.304581], [4.011165, -3.794247, -2.425650], [3.719561, -2.455249, -3.554274], [2.352075, -3.402216, -2.936594], [2.018231, 4.152871, 2.174909], [1.112493, 3.371037, 1.531153], [1.443376, 2.110372, 1.503331], [2.652009, 2.042589, 2.187527], [3.450226, 0.937254, 2.483762], [4.623140, 1.160758, 3.172752], [5.002037, 2.454970, 3.573595], [4.214529, 3.555250, 3.305935], [3.033989, 3.317835, 2.606700], [1.957770, 5.149239, 2.290107], [0.221421, 3.793419, 1.090384], [3.145316, -0.063429, 2.203264], [5.266848, 0.326594, 3.418217], [5.932202, 2.588127, 4.109098], [4.507347, 4.547251, 3.622032]], "forces_ev_per_angstrom": [[-0.20, -0.05, 0.03], [-0.03, 0.05, 0.03], [0.06, -0.05, -0.02], [0.01, -0.06, 0.09], [-0.01, 0.04, -0.08], [-0.06, 0.15, -0.08], [0.17, -0.11, 0.13], [-0.04, -0.02, 0.12], [0.00, -0.01, -0.13], [0.01, 0.06, 0.10], [0.00, -0.02, -0.02], [-0.04, -0.01, 0.02], [0.04, 0.00, 0.00], [-0.03, -0.10, -0.03], [-0.01, 0.07, -0.08], [-0.03, 0.05, -0.01], [0.02, -0.14, 0.01], [0.09, 0.02, 0.03], [-0.13, 0.04, 0.07], [0.06, 0.07, -0.07], [0.05, -0.07, 0.11], [-0.07, 0.05, -0.04], [0.08, 0.10, -0.06], [-0.03, -0.04, 0.02], [-0.13, -0.03, 0.01], [0.01, 0.04, -0.04], [0.01, -0.01, 0.02], [0.02, 0.00, -0.03], [-0.01, -0.01, 0.00], [0.02, 0.01, -0.01], [-0.02, 0.00, 0.00], [-0.01, 0.00, 0.01], [0.00, -0.01, 0.04], [-0.01, 0.00, 0.01], [-0.02, 0.00, -0.02], [0.04, 0.00, -0.03], [0.04, -0.01, -0.01], [-0.01, 0.01, 0.03], [-0.02, -0.06, -0.01], [0.00, 0.03, -0.05], [-0.03, 0.02, -0.02], [0.00, -0.01, 0.02], [0.02, -0.01, -0.01], [0.44, -0.29, -0.10], [-0.09, -0.08, 0.22], [-0.12, 0.31, -0.03], [-0.05, -0.11, -0.04], [0.02, -0.02, 0.01], [-0.03, 0.04, 0.01], [0.02, -0.03, -0.01], [0.01, -0.02, -0.02], [-0.12, 0.13, -0.01], [0.03, -0.02, 0.03], [0.05, 0.02, -0.02], [0.01, -0.04, -0.01], [-0.04, 0.03, 0.05], [0.04, -0.02, -0.08], [0.00, 0.01, 0.01], [0.00, 0.00, -0.01], [0.00, -0.01, -0.01], [0.00, -0.01, 0.00], [0.02, 0.00, 0.00], [-0.03, -0.01, 0.01], [0.00, 0.00, 0.00], [0.00, 0.00, -0.01], [0.00, 0.00, 0.00], [-0.02, 0.01, -0.01], [0.05, 0.17, -0.14], [-0.05, -0.09, 0.07], [-0.01, 0.03, 0.00], [0.01, -0.01, 0.01], [0.00, -0.01, 0.01], [-0.02, 0.01, 0.01], [0.06, -0.02, -0.02], [0.00, 0.00, -0.01], [0.00, 0.00, 0.00], [0.00, 0.00, 0.00], [0.00, 0.00, 0.00], [-0.02, -0.01, -0.03], [-0.02, 0.04, 0.00], [0.04, -0.07, -0.02], [-0.02, 0.01, 0.01], [0.00, -0.02, 0.00], [0.02, 0.02, 0.00], [-0.02, 0.02, -0.04], [-0.07, -0.02, 0.00], [0.00, 0.00, 0.00], [0.00, 0.01, 0.00], [0.00, -0.02, -0.01], [-0.01, 0.01, 0.02], [0.13, -0.06, 0.03], [-0.08, -0.02, -0.01], [0.03, -0.02, 0.01], [-0.04, 0.00, -0.02], [0.00, -0.01, 0.03], [0.00, 0.01, -0.05], [0.00, 0.01, -0.01], [0.01, 0.02, 0.03], [0.01, 0.01, 0.00], [-0.01, -0.01, 0.00], [0.00, 0.00, -0.02], [0.00, -0.01, 0.02], [0.07, 0.03, -0.07], [-0.20, -0.11, 0.05], [0.04, -0.01, 0.00], [0.18, 0.23, 0.07], [0.01, 0.00, 0.01], [-0.02, 0.00, -0.01], [0.00, 0.00, 0.01], [0.00, 0.00, 0.01], [-0.01, -0.01, -0.01], [-0.01, 0.00, -0.01], [0.02, -0.10, -0.01], [-0.01, 0.06, -0.06], [-0.02, 0.03, 0.12], [-0.03, -0.14, -0.05], [0.02, 0.00, 0.01], [0.01, 0.05, 0.02], [0.01, -0.05, 0.00], [-0.01, -0.04, -0.01], [0.03, 0.16, 0.03], [0.01, 0.02, 0.00], [-0.02, -0.02, 0.00], [-0.03, 0.01, -0.02], [0.01, 0.00, 0.00], [0.00, 0.00, 0.00], [-0.01, 0.01, 0.00]], "fmax_ev_per_a": 0.54, "orbital_gap_ha": 0.2652, "de_lowest_kj_mol": 0.0, "homo_ev": -11.6, "total_charge": 2}


[3]
{"formula": "C6H18AgO6", "method": "ωB97M-V with the def2-TZVPD basis set", "symbols": ["Ag", "C", "C", "O", "O", "H", "H", "H", "H", "H", "H", "C", "C", "O", "O", "H", "H", "H", "H", "H", "H", "C", "C", "O", "O", "H", "H", "H", "H", "H", "H"], "xyz": [[0.331359, 0.834686, -0.130422], [-1.972821, -0.391173, -2.089019], [-0.860277, -0.017826, -3.021290], [0.428585, -0.195779, -2.396000], [-2.076762, 0.607690, -1.044240], [-1.824403, -1.387903, -1.671690], [-2.921133, -0.374322, -2.636415], [-0.932414, 1.022534, -3.335063], [-0.940817, -0.646843, -3.908844], [0.893579, -0.921712, -2.819844], [-2.793765, 0.341656, -0.459133], [-0.240820, 3.560980, 1.369201], [0.296767, 2.470202, 2.259381], [1.495970, 1.856370, 1.785012], [-0.274390, 3.152912, 0.002351], [0.322447, 4.493562, 1.469689], [-1.243576, 3.804715, 1.741610], [-0.430808, 1.656814, 2.335210], [0.404757, 2.881149, 3.267189], [2.241511, 2.451672, 1.915042], [-0.023950, 3.900989, -0.545187], [1.505393, -3.488978, 0.481570], [0.334250, -2.522176, 0.325527], [0.490594, -1.321741, 1.065605], [1.504541, -4.112251, 1.741955], [2.451006, -2.958991, 0.313126], [1.429511, -4.239979, -0.305829], [-0.571159, -3.044800, 0.652968], [0.227806, -2.254278, -0.722871], [0.726847, -1.537718, 1.974797], [2.022174, -3.619461, 2.385617]], "forces_ev_per_angstrom": [[0.03, -0.33, -0.32], [-0.78, 0.66, 0.20], [0.29, -0.25, -0.09], [-0.27, 0.15, 0.04], [0.51, -0.53, -0.17], [0.09, -0.03, 0.05], [0.14, -0.17, -0.13], [-0.09, 0.05, 0.08], [0.08, 0.03, -0.03], [0.08, 0.03, 0.05], [0.01, 0.09, 0.06], [-0.20, 0.69, 0.20], [-0.07, -0.16, 0.25], [-0.13, 0.14, 0.17], [-0.06, -0.02, 0.29], [0.26, -0.18, -0.04], [-0.05, -0.11, -0.22], [0.02, 0.00, -0.07], [0.12, -0.06, -0.01], [0.07, 0.01, -0.08], [-0.03, -0.08, -0.16], [0.15, 0.74, -0.26], [0.10, -0.92, 0.03], [0.12, 0.41, -0.01], [-0.23, -0.22, 0.28], [-0.07, 0.05, -0.05], [-0.08, -0.23, 0.21], [-0.02, 0.05, -0.07], [0.00, 0.18, -0.02], [-0.09, 0.06, 0.00], [0.12, -0.05, -0.18]], "fmax_ev_per_a": 1.04, "orbital_gap_ha": 0.3825, "de_lowest_kj_mol": 20.9, "homo_ev": -13.2, "total_charge": 1}


[4]
{"formula": "C5H4O3", "method": "ωB97M-V with the def2-TZVPD basis set", "symbols": ["O", "C", "C", "C", "O", "C", "O", "C", "H", "H", "H", "H"], "xyz": [[-2.354774, -1.090915, -0.103882], [-1.319478, -0.432626, -0.022628], [-1.177972, 1.011372, 0.013314], [-0.002148, 1.642826, -0.003811], [1.199176, 0.898589, -0.058883], [1.096033, -0.420541, 0.007528], [2.319764, -0.884073, -0.119827], [-0.075928, -1.067954, 0.065429], [-2.108870, 1.605260, -0.110121], [0.211215, 2.713126, -0.012521], [2.258794, -1.805653, 0.213221], [-0.045813, -2.169414, 0.132183]], "forces_ev_per_angstrom": [[-0.08, 0.99, -0.02], [-0.82, -0.63, 0.26], [-1.56, 1.87, -0.67], [1.13, -1.25, -0.22], [-1.51, 1.91, 0.31], [-0.49, 1.51, -0.66], [0.45, -2.12, 0.92], [1.84, -2.56, 0.37], [0.79, -0.35, 0.44], [-0.19, -0.51, -0.03], [0.57, 0.48, -0.51], [-0.13, 0.66, -0.18]], "fmax_ev_per_a": 3.17, "orbital_gap_ha": 0.3617, "de_lowest_kj_mol": 123.5, "smiles": "O=c1ccoc(O)c1", "homo_ev": -9.4}


[5]
{"formula": "C4H5N", "method": "ωB97M-V with the def2-TZVPD basis set", "symbols": ["N", "C", "C", "C", "C", "H", "H", "H", "H", "H"], "xyz": [[-2.811266, 0.100516, -0.199892], [-1.719239, -0.166945, 0.114853], [-0.333455, -0.204557, 0.650269], [0.607107, 0.798889, -0.033978], [0.727928, -0.617380, -0.351190], [-0.116337, -0.464097, 1.642591], [1.487904, 1.309764, 0.476675], [0.091918, 1.343171, -0.928961], [0.437832, -0.942046, -1.352698], [1.627611, -1.157312, -0.017671]], "forces_ev_per_angstrom": [[2.02, -0.89, 0.31], [-0.91, 1.06, 0.92], [-0.17, 0.39, -2.53], [-0.09, 2.05, -1.52], [0.97, -1.57, -0.66], [-0.37, -0.25, 1.21], [-1.73, -0.62, -0.49], [1.14, -0.48, 2.16], [-0.18, 0.08, 0.42], [-0.68, 0.23, 0.19]], "fmax_ev_per_a": 2.57, "orbital_gap_ha": 0.4333, "de_lowest_kj_mol": 137.2, "smiles": "N#CC1CC1", "homo_ev": -10.8}


[6]
{"formula": "C3H8ClPS", "method": "ωB97M-V with the def2-TZVPD basis set", "symbols": ["C", "C", "C", "P", "S", "Cl", "H", "H", "H", "H", "H", "H", "H", "H"], "xyz": [[1.728847, 0.169547, -0.578056], [-0.798467, -0.487417, 1.537648], [0.338402, 0.196421, -1.203423], [-0.931296, 0.608488, 0.074561], [-1.181224, 2.495064, 0.419389], [-3.392691, -1.588967, -0.801581], [2.480591, 0.102372, -1.360651], [1.913725, 1.077920, -0.004110], [1.850568, -0.689771, 0.077671], [-1.211942, 0.033319, 2.400082], [-1.387454, -1.380557, 1.335668], [0.238717, -0.756163, 1.726146], [0.084312, -0.759746, -1.660637], [0.267910, 0.979489, -1.962704]], "forces_ev_per_angstrom": [[-0.03, 0.09, 0.32], [-0.49, 0.08, -0.39], [-0.67, -0.03, -0.08], [0.14, 0.14, 0.48], [-0.15, -1.38, -0.42], [1.23, 1.08, 0.36], [-0.01, -0.01, -0.09], [0.10, -0.01, -0.01], [0.06, -0.02, 0.02], [0.00, 0.07, -0.12], [-0.02, -0.05, -0.07], [0.12, 0.13, -0.13], [-0.13, 0.00, 0.02], [-0.15, -0.09, 0.11]], "fmax_ev_per_a": 1.67, "orbital_gap_ha": [0.2168, 0.2173], "de_lowest_kj_mol": 180.1, "homo_ev": [-8.8, -8.8]}